C3H4N2O | ωB97M-V/def2-TZVPD

The multiplicity is 1. As for the molar mass: 84.08 g/mol. The SMILES is OC1C=NN=C1. The calculation puts the frontier orbital gap at 9.46 eV. The total energy is -301.34553 Eh. The calculation puts the highest occupied orbital energy at -9.78 eV. The calculation puts the energy above the lowest of the compared OMol25 structures with the same formula, charge and spin at 372.05 kJ/mol.

Atoms and positions in Å:
O  1.886  0.004  -0.442
C  0.711  0.060  0.353
C  -0.249  -1.114  0.088
N  -1.418  -0.709  -0.144
N  -1.394  0.668  -0.171
C  -0.283  1.151  0.149
H  2.654  -0.255  0.422
H  0.898  -0.098  1.486
H  -0.064  -2.194  0.195
H  0.034  2.214  0.098